Record 1
This record from OMol25 describes a cluster of 2 separate species, C9H13IN2O in total in a non-equilibrium geometry. The level of theory is ωB97M-V with the def2-TZVPD basis set.

Geometry as XYZ:
```
26
Properties=species:S:1:pos:R:3:forces:R:3
C 0.42089 1.41274 -1.10659 0.40 3.10 1.00
C -0.23727 -0.69367 0.02556 -2.15 3.15 -1.47
C -2.20244 0.77267 -1.28660 1.43 1.87 -0.84
N -0.05140 0.09749 1.27987 0.47 -1.68 -0.24
H -2.84702 0.24886 -0.63188 -0.63 -0.79 0.22
C -0.66802 0.43675 -1.10953 -0.23 -2.26 1.45
C 0.85705 -0.40876 2.16041 0.05 -0.81 -0.13
H 1.96005 0.70816 3.26564 0.40 0.03 1.20
H 2.71244 -2.08365 0.98609 0.47 0.07 -0.20
H 0.76876 -0.21030 4.39644 0.75 -0.65 -0.40
O 1.69670 -1.30148 1.93864 -1.82 0.70 -0.14
H -2.53600 1.78243 -1.56167 0.25 -0.14 0.64
H 0.28560 1.17523 3.50583 0.59 -0.74 -0.27
H -2.21712 -0.06663 -4.26509 2.00 -0.81 0.82
H 0.67885 -1.03926 -0.42982 0.30 -0.50 0.79
H -0.33340 -0.81025 -3.78630 -1.45 1.04 -0.68
H -0.79009 0.74151 1.63153 0.98 -1.00 -0.63
C 0.97644 0.28187 3.44799 -1.27 2.85 0.41
I 4.26522 -2.24182 0.43208 0.04 -0.14 -0.23
N 2.58668 0.92273 -2.32455 -1.34 1.49 -0.92
C -1.40123 0.16016 -2.34095 -0.16 -1.27 0.63
H 3.35056 0.56149 -1.84209 1.70 -1.21 1.03
H 0.17656 2.32951 -0.43413 1.07 -1.37 -1.56
C -1.29768 -0.24568 -3.58584 -0.46 -0.41 -0.51
H -1.01825 -1.43694 0.19019 0.29 -0.24 -0.26
C 1.61343 1.21773 -1.65753 -1.65 -0.27 0.28
```
Positions in Å, forces in eV/Å.

Properties
SMILES   C=C1C[C@@]1(C=C=N)CNC(C)=O.I
LUMO level   0.4 eV
Charge   0

Record 2
This record from OMol25 describes a cluster of 2 separate species, C21H28BBrF2N in total in a non-equilibrium geometry. The level of theory is ωB97M-V with the def2-TZVPD basis set.

Geometry as XYZ:
```
54
Properties=species:S:1:pos:R:3:forces:R:3
H 2.49762 2.28408 0.03673 0.01 -0.06 -0.13
H -2.33113 -4.73235 1.78504 -0.10 0.15 -0.34
H -0.27280 -3.46026 0.98998 -0.29 0.20 0.16
H -0.95726 -3.40923 5.61449 0.06 0.12 -0.05
C 4.88449 2.97497 -0.88397 -0.42 -0.15 -0.10
C -0.97316 -2.57590 4.90465 0.19 -0.17 0.36
C -3.43763 1.16611 -1.92030 -0.07 0.14 -0.12
H 6.98239 3.44252 -0.84367 -0.24 -0.07 -0.18
Br 1.78561 -2.01308 2.38310 0.02 0.06 -0.19
H -2.78106 -0.66922 0.63922 -0.01 -0.01 0.22
F 5.26427 3.02137 -5.01326 -0.25 -0.01 1.52
C -2.25081 1.31528 -1.21236 0.54 -0.31 0.00
C 0.23147 1.35472 -1.15286 0.29 0.91 0.16
C 3.88047 2.74777 -3.09625 0.27 -0.28 0.23
H -0.11036 1.57345 -3.87523 -0.28 -0.23 -0.07
H 7.22818 3.38153 -3.34424 -0.17 -0.02 0.05
C -1.02059 1.40345 -3.30943 -0.19 -0.28 0.34
H -1.31098 -2.23950 0.25973 -0.01 -0.16 0.34
C 1.43641 1.73803 -1.73682 0.23 -0.23 -0.09
C -1.25185 -2.96810 1.08010 -0.02 0.16 0.22
C 3.74999 2.65624 -1.67837 0.77 0.62 -0.62
H -3.37350 -3.51908 0.98198 0.25 -0.16 -0.02
C -2.74735 -0.34526 1.68588 -0.35 0.49 -0.21
H -1.94531 0.39334 1.79332 -0.24 -0.20 0.05
H -0.08183 -0.32608 3.20996 -0.26 -0.20 -0.15
B -0.04447 -1.09864 2.27849 0.49 0.76 0.03
H 1.50556 1.68736 -2.82102 -0.06 0.22 0.26
C 6.26810 3.20670 -2.86861 -0.52 0.03 0.58
H -0.08840 -1.96266 5.09911 -0.16 -0.05 -0.14
C -0.99614 1.33826 -1.88259 -1.03 -0.03 -0.87
C -0.95999 -3.18533 3.51480 -0.24 0.32 -0.29
H -3.69366 0.15848 1.91037 0.06 -0.12 -0.03
N -1.22388 -2.18482 2.39098 0.00 -0.52 -0.21
C -3.44107 1.08559 -3.32136 0.39 0.08 0.57
C -2.55361 -1.49391 2.63889 0.62 -0.21 -0.02
H -4.38171 1.12411 -1.37465 0.28 0.02 -0.21
H -1.86905 -1.99264 5.14214 0.24 -0.21 -0.06
F -2.22271 1.26990 -5.35034 0.06 -0.09 1.46
C -2.22172 1.23518 -3.97614 0.24 0.31 -0.99
H -2.25930 1.43070 -0.12720 -0.06 -0.21 -0.37
C 5.12904 2.99369 -3.64399 -0.11 -0.05 -0.92
H -2.53141 -1.13451 3.67183 -0.05 -0.03 -0.44
H 4.76174 3.00969 0.19961 0.17 -0.11 -0.28
C -2.37907 -3.98263 0.98613 -0.01 -0.21 -0.28
H -3.35443 -2.23581 2.53754 0.23 0.17 0.17
H -2.26368 -4.51136 0.03114 -0.07 0.07 0.23
H 0.02266 -3.62471 3.29964 -0.42 0.06 0.09
H -4.35629 0.94930 -3.89100 0.18 0.04 0.10
H -0.08013 -0.49630 1.19787 -0.13 -0.56 0.47
C 6.11829 3.22745 -1.47129 0.04 -0.01 -0.28
H 3.02634 2.59976 -3.75383 0.33 0.04 0.06
C 2.53785 2.23156 -1.05182 -0.35 -0.55 0.07
H 0.18612 1.11697 -0.08340 0.03 0.33 -0.22
H -1.73029 -3.95620 3.42130 0.15 0.19 0.18
```
Positions in Å, forces in eV/Å.

Properties
LUMO level   -5.9 eV
Charge   +1

Record 3
This record from OMol25 describes a structure of composition C6H5N3O2 in a non-equilibrium geometry. The level of theory is ωB97M-V with the def2-TZVPD basis set.

Geometry as XYZ:
```
16
Properties=species:S:1:pos:R:3:forces:R:3
C -2.18463 -0.59431 -0.57710 0.37 -0.46 -0.50
N -1.83381 1.03731 0.98436 -3.20 -1.06 1.57
C 1.26014 1.22209 2.03126 0.59 -0.87 -1.65
C 0.45309 0.62272 0.02328 -3.16 1.68 -0.99
H 0.66529 -2.11206 -0.90914 -1.45 0.78 -0.88
O 0.20305 0.68817 -1.20385 0.79 0.06 0.68
O -2.78104 0.21526 0.24544 1.83 2.15 0.02
C -1.05100 -0.66797 -1.12788 0.39 -3.20 -1.34
C -0.12985 -1.74298 -1.67803 1.45 0.11 0.92
H 2.20281 1.39711 2.52266 -0.46 0.24 1.18
H 0.50827 -1.39061 -2.51834 -0.87 -0.28 0.28
H -0.70226 -2.63408 -1.91695 -0.09 0.11 -0.27
H 2.41682 1.16434 0.06434 -1.27 -0.18 1.37
C -0.60608 0.75683 1.06030 1.13 0.03 1.27
N 1.54456 0.99168 0.63229 3.00 0.11 0.21
N 0.03463 1.04651 2.36736 0.95 0.78 -1.85
```
Positions in Å, forces in eV/Å.

Properties
LUMO level (spin up / spin down)   -1.3 / -1.3 eV
Charge   0

Record 4
This record from OMol25 describes a cluster of 9 separate species, C18H54O18 in total in a non-equilibrium geometry. The level of theory is ωB97M-V with the def2-TZVPD basis set.

Geometry as XYZ:
```
90
Properties=species:S:1:pos:R:3:forces:R:3
H -0.41211 3.64166 -3.10409 0.44 -0.65 0.52
H 2.33627 -3.08035 -2.81482 -0.22 -0.64 -0.83
H -3.00789 0.35205 0.72757 0.18 -0.39 -0.76
H 1.02522 4.25957 2.63212 0.16 0.15 0.23
H -0.14592 4.90487 4.32855 -0.13 0.06 0.09
H -2.18986 4.25100 -1.85499 -0.56 0.24 0.05
H 2.28972 -4.46177 0.96145 0.13 0.68 -0.46
C -3.01417 -1.72905 -2.78355 -1.23 1.70 0.53
C -0.55992 3.25205 1.68015 0.03 0.43 -0.34
H 3.57525 -1.64621 -1.97758 0.28 0.30 0.36
H -0.77173 -1.15080 4.14642 0.32 -0.03 0.29
C 2.25085 -2.09508 -3.27314 1.52 -0.56 0.68
H 2.25360 -2.38986 2.09275 0.03 0.34 -0.38
H -0.34020 1.37411 -3.20150 0.08 -0.11 0.45
H 3.29252 -0.86567 -6.09364 -0.04 0.34 -0.24
H -2.30459 2.53253 1.05945 0.05 -0.48 0.30
H 2.39725 4.02035 -3.41188 0.06 -0.12 -0.36
O -3.12551 2.25155 4.11230 0.73 0.13 0.10
C -3.73193 0.61219 2.39210 -3.08 0.07 3.31
O -0.76351 4.72207 3.61668 0.15 0.19 -0.07
C -2.38560 3.27251 -2.29357 -0.47 -0.16 -0.35
H -1.25302 -3.52692 6.01257 -0.13 -0.11 0.33
C -0.13541 0.13895 -0.35934 0.18 -0.96 -0.42
C 0.14884 -2.87172 4.60029 0.97 -0.77 -0.13
H -4.43645 -0.38203 -1.67854 0.02 -0.09 -0.64
C 2.61350 2.07975 -3.55514 0.79 1.26 -1.36
C 2.28774 -4.35126 2.04584 0.81 0.54 -1.48
H 0.42470 -4.07293 6.37756 -0.16 -0.34 -0.47
H 0.24890 -0.60127 1.64529 0.13 0.18 0.09
H -0.52609 -1.52375 6.83959 -0.07 0.11 0.04
H -4.56829 0.00607 2.04391 -0.68 0.10 0.16
O -1.85524 3.37786 1.13078 0.04 1.81 0.30
H 4.22331 -5.46477 2.23597 0.06 0.49 -0.28
H 0.26747 -3.78415 4.01591 -0.24 -0.02 -0.15
H -0.57884 -0.75914 -0.78935 0.60 -0.69 -0.21
H -0.54879 2.39097 2.34837 0.20 0.03 0.44
O 2.69732 -1.29596 -2.14535 0.20 0.59 -0.93
H -4.89010 1.45826 4.11248 -0.45 -0.50 -0.52
H 3.46387 -4.40796 3.97737 -0.09 0.48 1.23
H -1.61854 3.51272 -4.27254 -0.47 0.20 -0.01
O -3.08811 -1.12885 -0.33968 0.79 0.91 -0.79
C 3.18417 -5.45473 2.56490 -1.45 -0.38 0.61
O -1.12259 1.69581 -3.65533 0.44 -0.39 -0.13
O 3.92230 3.44841 -5.26650 -0.94 -0.22 0.04
H 1.48177 0.59962 0.98793 -0.63 0.52 0.55
C -4.19860 1.77520 3.33179 0.29 -0.48 0.08
H 1.37877 0.40822 -1.55749 0.20 -0.09 -0.15
C 3.92851 2.35795 -4.30787 0.73 0.45 -0.41
H -2.36546 2.53994 -1.48670 0.51 -0.04 0.08
H 1.14270 -2.42426 4.61062 0.00 0.35 -0.12
H 2.78964 -6.44876 2.35433 -0.23 0.07 -0.36
H 2.99543 -2.89931 -5.13692 -0.33 0.18 -0.41
H 1.18403 -1.89824 -3.37910 0.28 0.31 -0.71
H 0.08440 3.00782 0.83558 0.67 0.15 0.05
O -0.83701 -2.09374 3.97848 -0.68 0.30 -0.60
O -3.10586 1.10347 1.31696 1.75 0.60 -1.76
H 4.61612 4.05175 -4.99046 -0.14 0.03 -0.17
H -1.94962 -1.95154 -2.85635 0.11 -0.08 0.49
C 3.19423 -2.00807 -4.54170 -1.31 1.20 0.96
O 1.74051 -1.28444 0.42558 -0.93 -0.30 0.73
O 2.80967 -3.05566 2.50396 -0.38 -1.90 -0.35
H -0.00077 5.39998 1.77055 -0.31 0.12 0.05
O 2.29937 3.25749 -2.83738 -0.18 -0.25 1.30
H 2.82455 1.20142 -2.94514 -0.16 0.35 0.52
H 4.34350 1.48623 -4.81384 -0.28 -0.20 0.10
C -0.01062 4.53168 2.42939 -0.74 -2.12 -0.98
O -3.67736 3.12543 -2.94080 0.66 0.24 -0.26
H 1.74245 1.86273 -4.17343 0.29 -0.37 -0.53
H -3.56979 -1.92786 -0.11351 -0.33 0.02 -0.41
H 2.10083 -1.14212 -0.45277 0.01 -0.03 -0.30
O -3.83543 -2.84263 -2.57179 0.09 -0.98 0.13
H -1.09939 0.56223 -0.07710 0.69 1.26 0.33
C -0.19600 -3.26123 5.99813 0.37 0.28 0.62
H 4.67049 2.74627 -3.61019 -0.12 -0.86 0.80
C -1.29966 3.05332 -3.33693 -0.98 0.47 -0.49
O 0.13633 -2.21537 6.90630 -0.43 0.31 0.25
H -3.37918 -3.43550 -1.97018 -0.07 -0.20 0.00
O 2.96925 -0.73749 -5.19885 -0.28 -1.18 0.07
O 0.56224 0.88042 -1.37885 -0.79 0.07 0.54
H -4.41079 3.39540 -2.38331 0.27 0.09 0.33
H -2.69181 2.96377 3.63664 0.31 0.22 -0.07
H -3.28881 -1.33440 -3.76178 -0.03 0.22 0.00
C 0.81020 -0.23479 0.78579 0.44 -0.11 -0.93
O 3.08257 -5.28874 3.95683 1.09 -0.18 0.70
H 1.23773 -4.47332 2.31168 0.17 -0.17 0.55
H -4.62515 2.62736 2.80266 -0.25 -0.25 -0.42
C -3.37825 -0.64197 -1.70620 0.57 -1.53 -0.02
H -2.78177 0.23473 -1.95860 0.10 0.16 0.64
H -3.21979 -0.07523 3.06535 0.99 -0.01 -0.15
H 4.26744 -2.00883 -4.35113 0.01 -0.43 0.90
```
Positions in Å, forces in eV/Å.

Properties
SMILES   OCCO.OCCO.OCCO.OCCO.OCCO.OCCO.OCCO.OCCO.OCCO
LUMO level   0.0 eV
Charge   0

Record 5
This record from OMol25 describes the molecule C3H7NO2S2 in a non-equilibrium geometry. The level of theory is ωB97M-V with the def2-TZVPD basis set.

Geometry as XYZ:
```
15
Properties=species:S:1:pos:R:3:forces:R:3
H 0.20156 0.83394 1.15672 0.32 -0.37 -0.16
S 2.73183 1.62166 -0.09393 0.35 0.36 0.42
O -1.89047 -0.83284 2.19529 0.36 0.08 0.36
C -1.99451 -1.02162 0.87056 0.30 0.00 0.60
N -0.77758 -1.57667 -1.11157 0.15 0.32 0.33
H 0.09841 -1.56672 0.72862 0.27 -0.15 0.80
S 1.13075 0.85694 -1.05696 -0.29 -0.23 -0.53
H -2.75180 -0.85234 2.63194 -0.21 -0.04 -0.27
C -0.62242 -0.95619 0.22222 -0.59 -0.30 -1.94
C -0.15318 0.49801 0.17291 -0.02 0.93 1.35
H 3.57461 0.57521 0.02248 -0.30 -0.17 -0.05
H -0.12423 -1.14924 -1.75791 -0.12 -0.22 -0.10
O -3.03441 -1.18488 0.30122 -0.11 0.01 -0.11
H -1.72842 -1.46034 -1.44201 0.05 0.10 -0.06
H -0.97178 1.21125 0.03653 -0.16 -0.32 -0.63
```
Positions in Å, forces in eV/Å.

Properties
SMILES   N[C@@H](CSS)C(=O)O
LUMO level   0.4 eV
Charge   0

Record 6
This record from OMol25 describes a structure of composition C10H25N3O5Zr in a non-equilibrium geometry. The level of theory is ωB97M-V with the def2-TZVPD basis set.

Geometry as XYZ:
```
44
Properties=species:S:1:pos:R:3:forces:R:3
C 0.02656 4.45781 1.87663 -0.88 -3.36 0.13
H -0.39503 -0.39923 -0.24343 -0.75 -0.86 -0.97
H 0.21037 1.81123 1.53983 0.10 0.42 -0.31
H -1.22478 -4.43871 0.40880 -0.59 -0.60 1.04
H -1.19434 -4.12552 -3.46587 0.51 0.20 0.05
C -3.03064 3.26675 -0.42797 -1.41 -3.42 1.62
H 3.09820 3.93097 1.18020 0.55 -0.75 0.29
O -1.11159 3.89414 1.86785 3.55 2.28 -0.15
H -1.07596 4.43302 -2.77196 -0.50 -0.35 -0.29
C 0.60489 -0.68686 -0.56829 0.76 0.93 0.42
O 1.51082 -4.76313 -1.45417 1.27 2.12 -2.27
C -0.24786 -4.24585 0.85210 -1.01 1.53 -1.24
H 1.92309 -6.53155 -0.40515 0.02 0.39 -0.74
H 0.93221 -7.34687 1.12601 0.03 -0.04 -0.03
H -1.41108 5.13720 -1.26186 -0.47 -0.41 0.41
O -3.79975 2.34777 -0.05024 1.27 2.29 -0.88
H -0.23611 -3.89532 1.88413 -0.23 -0.60 0.00
O 0.80846 -1.69305 -1.57052 2.20 -3.13 -3.29
C -2.13686 1.87231 -2.31331 0.21 -0.04 0.51
H 2.92445 3.84216 3.01339 0.29 0.01 -0.10
H -0.71257 -6.82773 1.31083 -0.08 0.27 0.56
H 2.53012 5.24975 1.95862 -0.22 0.24 0.71
O -0.29218 -3.75388 -3.41547 5.22 1.30 -0.03
H -1.13422 1.44488 -2.30248 0.45 0.34 -0.16
H -0.09375 -3.35944 0.23675 1.36 -0.10 -0.11
C 0.31954 -6.50039 1.43615 0.79 -1.69 0.91
H 1.02591 0.25126 -0.92992 0.28 -0.07 -0.09
N -2.17544 3.07692 -1.45179 1.60 1.34 -1.35
H -2.86159 4.18114 0.16153 -0.28 -0.03 -0.39
H -2.43083 2.02478 -3.35179 0.09 0.58 0.02
H 2.04545 1.74894 1.63285 -0.01 0.36 -0.78
Zr 1.67424 -3.20350 -3.00406 -9.94 0.36 6.21
H 0.28244 5.52844 1.89860 -0.60 -0.04 0.02
C 1.38898 -5.57335 -0.49887 -2.26 -0.27 4.13
H -0.13562 3.96305 -1.44874 -0.06 -0.59 0.53
H 1.07148 -0.91979 0.38886 0.58 -0.45 -0.23
C 1.12790 2.26667 1.91240 -0.28 -0.62 1.99
C 2.50173 4.16504 2.06199 1.34 1.95 -0.78
H 1.13166 2.12028 2.99252 -0.34 -0.95 0.36
H 0.66975 -6.24431 2.43609 -0.76 -0.22 0.27
H -2.73187 1.01457 -1.99971 -0.51 0.66 0.71
N 1.21015 3.69449 1.86780 -3.44 0.48 -1.42
N 0.58408 -5.39148 0.60846 2.51 0.95 -4.57
C -1.17038 4.17638 -1.71682 -0.35 -0.45 -0.71
```
Positions in Å, forces in eV/Å.

Properties
LUMO level   -10.6 eV
Charge   +2